Below is a cluster of 2 separate species, C6H14O3 in total, with properties calculated with ωB97M-V/def2-TZVPD.

```
23
Properties=species:S:1:pos:R:3:mulliken_charge:R:1
C -0.80490 -0.24465 -1.71735 0.890
C 0.82389 0.04239 0.35913 0.938
C 0.53996 -0.72822 -0.82922 -1.014
C 1.51920 -0.63213 1.49377 -1.667
C 0.96770 1.52263 0.25318 -1.202
C -1.30388 -0.04323 1.63784 -1.168
O -0.30666 0.86794 -2.45700 -0.547
O -1.01824 -1.30471 -2.63861 -0.542
O -1.83327 0.00897 -0.97067 -0.777
H -1.08106 1.35188 -2.77209 0.332
H -1.90459 -1.63160 -2.43931 0.336
H -1.35165 0.01868 0.42922 0.535
H 1.32229 -0.55604 -1.57398 0.402
H 0.45426 -1.79290 -0.63167 0.241
H 2.59520 -0.59710 1.27793 0.411
H 1.23387 -1.67792 1.59299 0.401
H 1.36366 -0.11607 2.44006 0.391
H 1.81700 1.73448 -0.40808 0.397
H 0.09549 1.96322 -0.22500 0.325
H 1.15753 1.99443 1.21611 0.400
H -0.80492 0.71800 2.22805 0.273
H -1.09973 -1.03676 2.02551 0.244
H -2.38115 0.13870 1.70920 0.400
```

Values from the calculation:
Relative energy (zero: lowest compared OMol25 entry of this formula, charge and spin) = 3.520 eV
HOMO = -8.847 eV
Multiplicity = 1
Frontier orbital gap = 8.0 eV
Total energy = -12588.5780 eV
Net charge = 0
Molar mass = 134.18 g/mol